{
  "formula": "C26H39N4O9",
  "method": "the ωB97M-V functional and the def2-TZVPD basis",
  "energy_ev": -51976.50564,
  "total_charge": 1,
  "relative_energy_kj_mol": 0.0,
  "gap_ev": 8.1,
  "species": ["O", "O", "O", "O", "O", "O", "O", "O", "O", "N", "N", "N", "N", "C", "C", "C", "C", "C", "C", "C", "C", "C", "C", "C", "C", "C", "C", "C", "C", "C", "C", "C", "C", "C", "C", "C", "C", "C", "C", "H", "H", "H", "H", "H", "H", "H", "H", "H", "H", "H", "H", "H", "H", "H", "H", "H", "H", "H", "H", "H", "H", "H", "H", "H", "H", "H", "H", "H", "H", "H", "H", "H", "H", "H", "H", "H", "H", "H"],
  "coordinates": [[-5.413, 3.217, -0.514], [-6.221, 1.343, 0.405], [0.138, 1.664, -1.900], [-3.609, -0.368, 2.441], [0.190, -4.043, 3.967], [0.900, 2.316, -3.900], [6.635, 1.291, -2.646], [5.251, 0.493, -4.209], [-1.327, -4.148, 2.323], [-2.190, 0.467, 0.781], [0.115, 1.100, 3.600], [3.140, -0.977, -0.802], [1.250, 0.944, 2.932], [7.342, -0.574, -4.052], [2.750, 0.517, 1.048], [1.062, 1.932, -2.626], [1.388, 0.678, 1.635], [0.218, -3.623, 5.345], [3.176, 2.673, -3.397], [-0.991, 0.657, 1.505], [-0.900, -2.596, 5.471], [2.559, -2.030, 1.330], [-1.914, -3.108, 4.449], [0.225, 0.533, 0.872], [-6.350, 2.516, -0.265], [-2.956, 1.733, 0.595], [-8.535, 1.757, 0.272], [5.236, -0.607, -5.141], [-7.492, 0.665, 0.469], [2.192, 2.463, -4.536], [-0.979, 0.950, 2.896], [-2.811, -1.916, 0.836], [2.530, 1.857, -2.285], [-1.031, -3.808, 3.433], [2.849, -0.861, 0.420], [6.428, 0.516, -3.532], [6.703, -0.932, -5.394], [-2.965, -0.572, 1.456], [-7.800, 2.734, -0.645], [-3.464, -2.622, 1.331], [2.152, 3.300, -5.228], [2.397, 1.550, -5.100], [3.168, -1.965, -1.053], [2.934, 1.282, 0.306], [-7.576, 0.164, 1.430], [-7.521, -0.085, -0.324], [2.718, 2.284, -1.305], [7.319, -1.409, -3.350], [0.282, 0.330, -0.189], [-2.315, 2.606, 0.629], [-0.536, -1.611, 5.167], [-9.472, 1.384, -0.132], [2.095, 1.043, 3.483], [3.074, -2.928, 1.011], [4.184, 2.369, -3.635], [-3.013, -1.834, -0.229], [1.486, -2.231, 1.283], [-3.777, 1.816, 1.300], [2.779, -1.814, 2.374], [0.052, -4.498, 5.975], [4.711, -0.299, -6.042], [-7.923, 2.482, -1.699], [7.096, -0.280, -6.174], [-3.400, 1.702, -0.393], [8.358, -0.205, -4.153], [6.864, -1.962, -5.705], [-1.921, 1.054, 3.414], [2.834, 0.807, -2.304], [3.200, 3.728, -3.115], [4.697, -1.439, -4.683], [-8.087, 3.768, -0.477], [1.200, -3.213, 5.568], [-1.290, -2.509, 6.483], [-2.485, -2.310, 3.980], [3.516, 0.544, 1.825], [-8.749, 2.239, 1.227], [-2.594, -3.844, 4.879], [-1.786, -2.248, 0.986]],
  "lowdin_charge": [0.118, 0.001, 0.087, 0.122, 0.021, 0.050, 0.126, -0.016, 0.109, -0.049, 0.134, 0.179, 0.102, -0.068, -0.049, -0.471, -0.160, -0.146, -0.138, -0.162, -0.146, -0.012, -0.061, 0.121, -0.479, -0.006, -0.148, -0.147, -0.146, -0.125, 0.004, 0.025, -0.084, -0.484, -0.408, -0.483, -0.146, -0.461, -0.067, 0.093, 0.129, 0.125, 0.078, 0.105, 0.126, 0.128, 0.106, 0.133, 0.125, 0.103, 0.101, 0.118, 0.182, 0.091, 0.088, 0.101, 0.088, 0.079, 0.082, 0.131, 0.125, 0.135, 0.121, 0.085, 0.129, 0.118, 0.136, 0.100, 0.126, 0.126, 0.128, 0.123, 0.121, 0.107, 0.137, 0.120, 0.139, 0.075]
}

{
  "formula": "C26H40Cl2FeN4O5PSSe2Te2",
  "method": "the ωB97M-V functional and the def2-TZVPD basis",
  "energy_ev": -268647.45531,
  "relative_energy_kj_mol": 258.9,
  "multiplicity": 6,
  "gap_ev": [6.2, 5.1],
  "species": ["Te", "Te", "Se", "Se", "Fe", "Cl", "Cl", "S", "P", "O", "O", "O", "O", "O", "N", "N", "N", "N", "C", "C", "C", "C", "C", "C", "C", "C", "C", "C", "C", "C", "C", "C", "C", "C", "C", "C", "C", "C", "C", "C", "C", "C", "C", "C", "H", "H", "H", "H", "H", "H", "H", "H", "H", "H", "H", "H", "H", "H", "H", "H", "H", "H", "H", "H", "H", "H", "H", "H", "H", "H", "H", "H", "H", "H", "H", "H", "H", "H", "H", "H", "H", "H", "H", "H"],
  "coordinates": [[-2.617, -1.829, 0.619], [-2.890, -2.934, 3.117], [-4.940, -1.215, 0.233], [-3.679, -1.287, 4.667], [-1.456, 0.238, 1.804], [-4.292, 3.579, 2.888], [-2.067, 1.774, 3.560], [-0.113, -1.061, -1.052], [1.097, -0.862, 2.134], [0.710, 0.594, 2.045], [-0.667, 0.211, -0.443], [2.134, -1.190, 0.973], [1.944, -1.229, 3.427], [-0.119, -1.750, 2.028], [-2.173, 3.384, -1.196], [-3.424, 2.924, -0.973], [-2.100, 2.109, 0.521], [-3.366, 2.162, 0.052], [-3.262, -0.826, -3.592], [2.752, 1.418, -2.433], [3.496, -2.397, -0.539], [-3.186, -2.019, -4.294], [-0.644, 2.559, -3.634], [3.135, 0.862, -3.647], [-3.078, 3.062, -4.130], [-1.737, 3.624, -3.659], [-2.314, -0.534, -2.622], [-3.686, 2.378, 4.018], [-2.171, -2.928, -4.019], [1.598, -0.959, -3.304], [2.485, -1.782, 5.654], [1.667, -0.829, 4.799], [2.497, -3.571, 1.422], [-1.291, -1.431, -2.371], [2.119, 0.613, 4.983], [0.187, -0.983, 5.121], [-1.225, -2.642, -3.050], [1.787, 0.793, -1.657], [-1.864, 4.303, -2.288], [3.115, -2.267, 0.926], [2.569, -0.333, -4.072], [1.193, -0.376, -2.112], [-1.378, 2.865, -0.268], [4.339, -1.894, 1.751], [-0.525, 2.103, -4.618], [3.547, -1.691, 5.421], [2.332, -1.558, 6.710], [-4.353, 1.524, 4.041], [-0.884, 1.759, -2.932], [-2.125, -3.871, -4.548], [-0.004, -0.743, 6.167], [-3.524, 2.410, -3.379], [3.202, 2.342, -2.092], [-0.317, 3.027, -0.181], [4.287, -3.139, -0.649], [5.118, -2.644, 1.610], [2.175, -3.468, 2.458], [1.625, -3.826, 0.817], [4.083, -1.844, 2.807], [1.942, 0.941, 6.008], [3.183, 0.702, 4.757], [3.228, -4.378, 1.353], [-0.411, -0.315, 4.498], [-3.576, 2.838, 4.991], [2.880, -0.777, -5.009], [2.171, -2.810, 5.467], [-4.068, -0.128, -3.777], [2.634, -2.715, -1.126], [1.479, 1.196, -0.700], [-3.931, -2.253, -5.044], [-2.945, 2.492, -5.050], [3.876, 1.360, -4.259], [-0.453, -3.366, -2.812], [-2.376, 0.375, -2.038], [3.847, -1.439, -0.929], [-2.672, 5.034, -2.314], [-0.930, 4.803, -2.036], [1.571, 1.257, 4.294], [-1.436, 4.418, -4.349], [4.723, -0.921, 1.439], [-3.786, 3.871, -4.322], [-0.141, -2.005, 4.932], [1.149, -1.878, -3.653], [0.318, 2.989, -3.343]],
  "lowdin_spin": [0.041, 0.461, 0.053, 0.494, 3.704, 0.000, 0.041, 0.002, 0.007, 0.030, 0.032, 0.002, 0.002, 0.071, 0.001, 0.001, 0.029, 0.002, 0.000, 0.000, 0.000, 0.000, 0.000, 0.000, 0.000, 0.000, 0.000, 0.007, 0.000, 0.000, 0.000, 0.000, 0.000, 0.000, 0.000, 0.006, 0.000, 0.000, 0.000, 0.000, 0.000, 0.001, 0.003, 0.000, 0.000, 0.000, 0.000, 0.000, 0.000, 0.000, 0.001, 0.000, 0.000, 0.000, 0.000, 0.000, 0.000, 0.000, 0.000, 0.000, 0.000, 0.000, 0.002, 0.001, 0.000, 0.000, 0.000, 0.000, 0.000, 0.000, 0.000, 0.000, 0.000, 0.000, 0.000, 0.000, 0.000, 0.000, 0.000, 0.000, 0.000, 0.002, 0.000, 0.000]
}